## i
Entry from OMol25: an isolated molecule of C9H16O (ωB97M-V/def2-TZVPD).

Output
HOMO-LUMO gap (alpha / beta): 7.4 / 7.6 eV
molecular weight: 140.226 g mol⁻¹
HOMO (alpha / beta): -7.3 / -7.6 eV

Last column: Mulliken charge in e.
Element x y z (Å)
C  -0.913  -0.549  -0.678  1.2711
C  -1.116  -0.498  -2.196  -1.9086
C  -2.137  -0.129  0.067  -1.3227
C  1.953  0.147  1.944  -1.3528
C  1.601  -0.112  -0.978  -2.0473
C  0.519  0.130  1.531  0.5975
C  0.341  0.390  -0.273  1.4663
C  -0.564  0.048  2.200  -0.8439
C  0.144  1.774  -0.361  -1.2203
O  -0.604  -1.910  -0.372  -0.5950
H  -0.535  -1.987  0.588  0.4465
H  -0.941  -0.247  3.158  0.4183
H  -1.721  0.022  1.226  0.1157
H  -2.050  -0.995  -2.457  0.4659
H  -0.306  -1.019  -2.704  0.3944
H  -1.158  0.536  -2.532  0.3539
H  -2.900  -0.902  0.087  0.4510
H  -2.527  0.845  -0.223  0.3679
H  2.436  1.046  1.556  0.3014
H  2.491  -0.716  1.547  0.2729
H  2.036  0.140  3.030  0.4121
H  2.484  0.426  -0.639  0.4952
H  1.523  0.060  -2.051  0.4793
H  1.736  -1.179  -0.817  0.3584
H  -0.711  2.253  0.089  0.3062
H  0.919  2.426  -0.742  0.3166

***

## ii
Entry from OMol25: an isolated molecule of C9H16O (ωB97M-V/def2-TZVPD).

Output
HOMO-LUMO gap: 8.3 eV
molecular weight: 140.226 g mol⁻¹
HOMO: -7.6 eV

Last column: Mulliken charge in e.
Element x y z (Å)
C  2.205  -0.255  -0.149  0.5876
C  3.341  0.416  -0.307  -0.9544
C  1.544  -0.581  1.207  -0.9800
C  1.064  -0.578  -1.074  -0.7401
C  -0.134  -0.840  -0.111  0.2131
C  -0.671  1.704  0.143  -1.7453
C  -1.900  -0.081  1.377  -1.7592
C  -2.184  0.172  -1.128  -1.7049
C  -1.168  0.208  0.113  1.4942
O  -0.487  -2.165  0.001  -0.4951
H  3.894  0.732  -1.236  0.2644
H  3.790  0.710  0.589  0.3011
H  1.515  -1.676  1.349  0.2828
H  1.722  0.056  2.072  0.3882
H  0.944  0.388  -1.551  0.2353
H  1.346  -1.393  -1.830  0.4124
H  0.309  1.748  0.639  0.3291
H  -1.428  2.313  0.487  0.5494
H  -0.494  1.928  -0.937  0.3680
H  -1.448  0.382  2.198  0.4281
H  -2.872  0.397  1.310  0.4321
H  -1.878  -1.204  1.436  0.3359
H  -1.485  0.334  -1.922  0.4698
H  -2.960  0.853  -0.899  0.4772
H  -2.594  -0.829  -1.115  0.3664
H  0.027  -2.741  -0.661  0.4440

***

Energies relative to the most stable structure, in hartree: i 0.0433; ii 0.0000.

***

## i
Entry from OMol25: a 11-piece molecular cluster, H23O11 overall (ωB97M-V/def2-TZVPD).

Output
net charge: +1
HOMO-LUMO gap: 11.0 eV
molecular weight: 199.173 g mol⁻¹
HOMO: -14.0 eV

Last column: Mulliken charge in e.
Element x y z (Å)
O  -0.181  0.026  0.122  0.3674
H  0.760  -0.110  0.391  0.3158
H  -0.219  0.233  -0.846  0.2855
H  -0.720  -0.689  0.460  0.1724
O  -2.076  -0.680  2.168  -0.5823
H  -2.281  -1.590  1.976  0.3177
H  -2.813  -0.426  2.750  0.2857
O  -0.445  1.347  -2.434  -0.6447
H  -0.650  2.289  -2.649  0.2773
H  -1.226  0.870  -2.664  0.3075
O  1.762  -1.075  1.596  -0.6417
H  1.424  -1.609  2.332  0.2743
H  2.177  -0.247  1.883  0.2788
O  -2.986  0.188  -0.420  -0.5577
H  -3.838  0.112  -0.821  0.2671
H  -3.018  -0.380  0.366  0.3028
O  2.519  1.111  -0.026  -0.6489
H  1.921  1.884  -0.017  0.2356
H  3.405  1.482  0.208  0.2949
O  1.093  1.533  2.816  -0.5994
H  0.232  1.943  2.727  0.3057
H  1.718  2.234  2.508  0.3028
O  -0.914  -2.646  0.444  -0.6083
H  -1.607  -2.714  -0.205  0.3029
H  -0.959  -3.541  0.887  0.2844
O  3.040  -1.274  -1.521  -0.7049
H  2.900  -0.364  -1.284  0.3574
H  3.573  -1.317  -2.305  0.3485
O  0.580  -1.376  -2.304  -0.5475
H  1.501  -1.562  -2.184  0.3698
H  0.568  -1.182  -3.228  0.2562
O  -1.912  2.709  0.111  -0.6005
H  -2.193  1.896  -0.369  0.3365
H  -1.147  2.937  -0.462  0.2888

***

## ii
Entry from OMol25: a 11-piece molecular cluster, H23O11 overall (ωB97M-V/def2-TZVPD).

Output
net charge: +1
HOMO-LUMO gap: 8.7 eV
molecular weight: 199.173 g mol⁻¹
HOMO: -12.0 eV

Last column: Mulliken charge in e.
Element x y z (Å)
O  -1.381  -2.011  -2.551  -0.6893
H  -1.878  -2.745  -2.107  0.4072
H  -0.501  -1.945  -2.386  0.2884
O  -2.543  2.463  1.456  -0.6465
H  -3.464  2.543  1.767  0.3184
H  -2.150  -0.735  -2.858  0.5625
O  1.799  -1.337  -0.099  -0.6562
H  -1.435  -4.120  -0.411  0.3446
H  3.975  0.882  0.533  0.3384
O  1.889  1.779  -1.301  -0.6896
H  1.291  2.494  -0.976  0.3359
H  2.301  -2.931  2.898  0.3103
O  -0.180  1.560  2.789  -0.5575
H  0.291  1.530  3.669  0.3385
H  1.920  1.122  -0.450  0.3631
O  -2.830  0.588  -0.248  -0.6666
H  -2.841  1.439  0.162  0.4097
H  1.134  -0.705  0.211  0.2674
O  -2.494  0.213  -2.657  -0.4906
H  1.615  -2.220  -0.242  0.3052
O  2.199  -2.786  1.800  -0.5993
H  2.776  -3.441  1.457  0.3136
H  -2.163  3.231  1.260  0.2784
O  1.696  3.941  0.135  -0.6100
H  -1.714  0.603  -2.335  0.3722
H  1.696  3.978  1.126  0.3102
O  -1.109  -4.019  -1.409  -0.6653
H  2.388  4.360  -0.321  0.2994
H  -0.840  -4.851  -1.852  0.3067
O  2.967  0.707  0.803  -0.6217
H  3.124  -0.320  0.804  0.3408
H  -2.896  -0.071  0.593  0.3154
H  0.557  1.008  2.551  0.2296
H  -3.197  -0.206  -1.810  0.5367

***

## iii
Entry from OMol25: a 11-piece molecular cluster, H23O11 overall (ωB97M-V/def2-TZVPD).

Output
net charge: +1
HOMO-LUMO gap: 10.7 eV
molecular weight: 199.173 g mol⁻¹
HOMO: -13.7 eV

Last column: Mulliken charge in e.
Element x y z (Å)
O  2.137  -0.026  -3.268  -0.6597
H  2.239  0.378  -4.133  0.2903
H  2.397  -0.956  -3.318  0.3314
O  0.318  2.299  0.088  -0.6819
H  -0.143  1.459  0.170  0.2666
H  -0.170  2.974  0.576  0.3156
O  -2.763  1.897  1.126  -0.5946
H  -0.680  0.467  -2.097  0.3153
H  -0.771  -0.475  1.795  0.3282
O  2.764  1.619  1.457  -0.6147
H  1.965  1.946  0.996  0.4215
H  3.105  2.427  1.860  0.2924
O  2.092  -1.090  1.918  -0.3258
H  2.671  -0.322  2.119  0.4864
H  1.954  -0.923  0.900  0.3648
O  -2.230  -1.948  -0.454  -0.6249
H  -2.068  -2.786  -0.904  0.3073
H  -2.999  1.183  0.509  0.3168
O  -0.435  -1.142  2.412  -0.8179
H  -2.452  1.639  1.988  0.2752
O  -3.140  3.322  -1.741  -0.6219
H  -3.507  2.483  -1.971  0.2937
H  -3.089  3.413  -0.775  0.3338
O  1.948  -0.690  -0.542  -0.6315
H  1.567  -0.255  -1.324  0.4090
H  2.883  -0.669  -0.791  0.3313
O  -0.389  -0.441  -1.840  -0.6372
H  -1.525  -3.581  1.566  0.3636
H  -0.078  -0.649  -2.719  0.2929
O  -0.669  -3.445  1.157  -0.6514
H  -1.454  -1.376  -0.591  0.2890
H  -0.165  -4.069  1.713  0.2761
H  1.245  -0.728  2.327  0.4489
H  -0.558  -1.934  1.789  0.5114

***

Energies relative to the most stable structure, in hartree: i 0.0000; ii 0.1809; iii 0.0078.